Entry 1:
77
Properties=species:S:1:pos:R:3:forces:R:3 method="wB97M-V/def2-TZVPD" e_homo_ev="-16.72 / -16.49" spin_multiplicity=2 orbital_gap_ev="6.8 / 5.1" total_charge=+3
Hf 0.2250 -0.5322 -0.9640 -0.45 0.15 -0.22
C -1.8163 -1.6664 -3.1548 -0.01 0.00 -0.04
C -2.7508 -1.5735 -1.9677 -0.03 -0.01 0.05
N -2.0724 -0.9627 -0.7717 0.03 -0.06 -0.01
C -2.3255 -1.7871 0.4561 0.03 0.06 0.01
C -1.6300 -3.1346 0.3905 0.04 0.00 -0.03
S 0.1740 -2.9851 0.0971 0.10 -0.07 -0.07
C 0.4560 -4.0099 -1.3823 0.02 0.05 0.03
C -0.4256 -3.5910 -2.5376 -0.03 0.02 0.00
N -0.4579 -2.1074 -2.7328 0.10 -0.11 0.04
H -2.2281 -2.3552 -3.8956 -0.01 0.02 -0.03
H -1.7198 -0.6995 -3.6324 0.02 0.06 -0.02
H -3.6237 -0.9791 -2.2349 -0.01 -0.02 -0.02
H -3.1241 -2.5558 -1.6843 -0.01 0.02 0.00
H -2.5230 -0.0665 -0.5931 0.00 0.03 0.03
H -1.9730 -1.2257 1.3211 -0.04 0.02 0.01
H -3.4007 -1.9414 0.5715 -0.01 -0.04 0.02
H -1.7560 -3.6657 1.3314 -0.02 0.01 0.02
H -2.0308 -3.7735 -0.3929 0.00 -0.02 0.03
H 1.5190 -3.8833 -1.5999 0.00 -0.01 0.01
H 0.3036 -5.0560 -1.1174 0.00 0.00 0.00
H -0.0872 -4.0795 -3.4525 0.00 -0.02 0.00
H -1.4456 -3.9317 -2.3704 0.00 -0.02 -0.02
H 0.1559 -1.8992 -3.5173 0.02 0.01 0.00
C 2.2764 -2.0191 2.8826 -0.09 0.04 0.07
Si 0.8638 -0.8538 3.2794 0.10 -0.02 0.08
C -0.6651 -1.8269 3.7293 -0.03 -0.02 -0.07
C 1.3461 0.2337 4.7056 0.01 0.07 -0.01
Ge 0.1670 0.6888 1.4125 0.04 -0.32 0.29
Si 2.3286 1.1647 0.2449 0.05 0.27 0.12
C 2.4672 2.7978 -0.6210 0.07 0.01 -0.05
C 3.5353 1.1632 1.6598 0.10 0.01 -0.18
C 2.8015 -0.3629 -0.8700 -0.15 -0.41 -0.09
Si -1.4693 2.3952 2.1889 0.00 0.15 -0.13
C -0.6509 3.2642 3.6052 0.03 -0.04 0.03
C -1.8368 3.5553 0.7874 -0.02 0.02 -0.02
C -2.9719 1.4130 2.6735 -0.02 -0.01 0.00
H 2.2344 -2.8242 3.6238 -0.05 0.02 0.01
H 3.2427 -1.5415 3.0153 0.09 0.02 0.02
H 2.2521 -2.4978 1.9087 -0.01 -0.03 -0.11
H -0.4779 -2.2659 4.7144 0.00 0.01 -0.01
H -0.8712 -2.6612 3.0572 0.01 0.03 0.00
H -1.5591 -1.2113 3.8230 -0.04 -0.01 0.01
H 1.5065 -0.4353 5.5580 0.03 0.01 -0.01
H 0.5694 0.9389 4.9958 0.00 -0.03 0.01
H 2.2742 0.7835 4.5459 -0.02 0.00 -0.02
H 2.1890 3.5908 0.0784 0.00 -0.03 0.02
H 1.8806 2.9241 -1.5213 -0.07 0.04 -0.06
H 3.5199 2.9542 -0.8800 -0.02 0.01 0.01
H 3.2508 1.9225 2.3895 -0.02 0.00 0.00
H 4.5099 1.4529 1.2536 -0.01 0.00 0.02
H 3.6483 0.2111 2.1608 -0.01 -0.09 0.07
H 2.2630 -0.8375 -1.7324 0.06 0.18 -0.04
H 3.0779 -1.1853 -0.2010 0.04 0.00 0.06
H 3.7052 -0.0723 -1.4159 0.04 0.07 0.15
H 0.3249 3.6771 3.3454 0.00 0.00 0.01
H -0.5441 2.6326 4.4856 0.00 0.03 0.00
H -1.2970 4.1036 3.8838 0.01 0.00 -0.02
H -0.9478 4.0843 0.4396 -0.02 0.01 0.00
H -2.5371 4.3120 1.1557 0.02 -0.01 0.00
H -2.3136 3.0667 -0.0639 0.00 0.01 0.02
H -2.7612 0.5800 3.3427 0.00 0.00 0.03
H -3.5352 1.0473 1.8116 0.02 -0.01 0.01
H -3.6354 2.0951 3.2159 -0.01 -0.03 -0.02
C 2.1074 1.3742 -3.7382 0.05 0.03 0.05
Si 0.2870 1.2180 -3.3222 0.23 -0.01 -0.01
C -0.5714 0.9056 -4.9435 -0.10 -0.03 0.00
C -0.5375 2.6505 -2.4315 -0.02 0.02 -0.02
H 2.2426 2.3185 -4.2784 -0.02 -0.01 0.00
H 2.3770 0.5755 -4.4338 0.02 0.00 0.01
H 2.8187 1.3724 -2.9151 -0.06 0.04 -0.08
H -0.2854 1.7610 -5.5681 0.02 -0.02 -0.01
H -1.6608 0.9093 -4.9022 0.01 0.00 -0.02
H -0.2278 0.0141 -5.4714 -0.02 -0.01 0.00
H -0.1502 3.5906 -2.8413 0.00 -0.01 0.00
H -0.3930 2.6885 -1.3520 0.01 0.02 0.01
H -1.6108 2.6263 -2.6368 0.01 0.00 0.03

=====

Entry 2:
99
Properties=species:S:1:pos:R:3:forces:R:3 method="wB97M-V/def2-TZVPD" e_homo_ev=-8.57 orbital_gap_ev=5.0 total_charge=0
C 30.8160 35.3500 42.4910 -1.12 4.12 2.25
C 31.4550 36.7590 42.3090 0.37 0.59 0.66
C 31.8930 37.5030 43.6160 0.78 -0.97 2.19
C 33.0680 36.7370 44.3440 2.12 5.83 -1.99
C 34.3400 36.7200 43.4720 -2.85 4.56 0.22
C 34.1170 36.2420 42.1310 1.38 -0.76 -3.56
N 32.7190 36.5220 41.5070 1.87 -3.80 -4.41
O 32.6850 36.1930 40.2690 -0.83 2.16 5.96
C 34.4480 34.6350 41.9840 4.03 1.74 -0.95
C 35.1160 36.9870 41.1200 2.80 -4.16 1.24
C 30.6030 37.6670 41.4910 -2.73 1.13 1.05
H 31.3610 34.7800 43.1180 2.05 -2.08 1.90
H 30.6340 34.9100 41.6300 -0.40 -2.13 -4.35
H 29.8250 35.4140 42.9560 0.21 0.66 0.10
H 31.1940 37.6950 44.4950 -0.27 -0.69 -1.88
H 32.1580 38.4790 43.2990 0.66 1.05 -0.26
H 32.7080 35.8470 44.4530 -1.78 -5.76 0.88
H 33.4110 37.0770 45.3260 -0.75 0.47 -0.12
H 34.9880 36.1520 43.9550 3.17 -2.77 1.81
H 34.8680 37.7250 43.3580 -1.07 -0.86 0.67
H 33.7400 33.9910 42.4390 -0.84 -0.58 0.12
H 35.5720 34.4230 42.6240 -3.49 0.90 -2.07
H 34.6810 34.4780 40.8350 -0.78 -0.16 2.55
H 34.9560 37.9340 40.7560 -0.91 2.76 0.35
H 34.9910 36.4180 40.1610 1.11 0.12 0.88
H 36.2770 36.9500 41.6930 -3.55 -0.02 -2.10
H 30.1800 37.0870 40.6070 0.70 1.47 0.74
H 30.9770 38.7920 41.4010 -0.44 -2.78 -0.41
H 29.7470 37.7160 42.2750 0.72 0.37 -1.66
N 32.7740 41.2000 40.6120 -2.52 1.64 -0.19
O 32.7800 42.0300 41.5390 1.05 -0.67 0.63
O 32.9970 39.9780 40.8210 0.37 0.53 -0.63
O 32.3170 41.6600 39.5070 1.16 -1.74 0.30
C 28.2240 39.2750 38.6310 5.93 -0.16 -1.64
C 29.7880 39.5260 38.7560 -0.68 -1.79 -2.18
C 30.7600 38.7980 37.8890 -3.60 0.19 -1.20
C 30.1780 38.0960 36.6160 -3.68 -0.49 4.54
C 28.6990 37.6940 36.6190 3.34 4.94 3.05
C 27.7520 38.4430 37.6190 3.42 -1.11 -0.71
N 31.0990 37.4310 35.6860 -1.62 -0.63 -3.68
O 32.2610 37.3770 35.9900 0.12 -0.20 0.10
O 30.6470 37.0250 34.5130 1.14 1.36 4.41
H 27.6700 39.7840 39.3930 -0.67 0.06 -0.06
H 30.1590 40.3340 39.4630 -0.36 -1.50 -0.76
H 31.8590 38.6730 38.0680 -1.20 0.85 -0.19
H 28.5110 36.9730 35.8830 -1.15 -0.68 -0.91
H 26.7040 38.3230 37.6940 -0.94 -0.79 -0.76
C 28.4990 44.2690 41.6460 0.73 -5.51 0.85
C 29.4460 43.0470 41.4280 -0.76 -0.31 0.42
C 29.0170 41.7070 41.9350 -2.78 4.18 0.81
C 27.6850 41.5710 42.7180 0.93 3.84 -0.40
C 26.7820 42.7930 42.9980 9.34 -0.35 -5.64
C 27.2740 44.1160 42.3220 0.48 -4.30 0.75
N 27.3630 40.2120 43.3750 -0.61 3.53 -0.11
O 26.7540 40.3760 44.4920 1.88 -2.35 -3.40
O 27.7090 39.2490 42.6810 -1.06 0.52 2.52
H 28.7520 45.1890 41.2130 0.35 1.08 -0.51
H 30.5710 43.1600 40.8050 -3.66 -0.45 2.06
H 29.6450 40.8600 41.7910 0.27 -0.52 -0.01
H 25.9050 42.6140 43.4000 -4.18 -0.35 2.14
H 26.5950 44.9160 42.2370 -0.79 0.88 0.46
C 36.1040 43.1420 37.0970 2.89 -4.86 -2.77
C 37.2200 42.4020 36.2470 -6.47 -5.49 5.21
C 37.2850 40.9330 36.1100 -4.25 4.44 7.66
C 36.6660 40.1280 37.2030 -4.23 3.89 2.77
C 35.5670 40.7360 38.1320 3.66 3.95 -5.73
C 35.2980 42.2400 37.8270 0.87 -1.68 0.38
N 36.9680 38.7340 37.4120 -2.12 -2.69 -1.44
O 36.1140 37.9340 37.9960 3.21 2.98 -1.35
O 37.9230 38.3550 36.7330 -0.64 -0.39 1.46
H 35.9950 44.1730 36.7280 -0.48 -0.49 1.07
H 37.7210 42.8640 35.5820 3.52 3.75 -4.45
H 37.8960 40.3710 35.6080 3.68 -2.34 -3.51
H 34.8110 40.3840 38.7860 -0.04 -1.29 0.57
H 34.3510 42.5750 38.2410 0.17 0.15 0.27
C 31.6590 41.5990 36.2780 1.17 1.64 -6.87
O 30.8000 42.3900 36.2270 -3.20 2.94 0.17
N 32.4590 41.3160 35.2120 0.49 0.62 -2.00
C 33.5340 40.3530 35.1170 -4.65 -4.15 4.61
C 32.2320 42.0190 33.9900 -2.22 -3.20 -3.35
H 31.9120 41.0520 36.9840 1.99 -5.04 7.56
H 33.6160 39.5660 34.4040 -1.00 -0.02 -1.56
H 33.4050 39.6170 36.0780 0.58 1.93 -1.76
H 34.3920 40.8000 35.1880 5.13 2.56 0.45
H 32.0090 43.0160 33.8570 -0.15 2.57 1.30
H 31.2730 41.5790 33.4420 1.56 0.46 1.04
H 32.9970 41.8250 33.2340 0.33 -0.22 0.46
C 36.2550 40.6080 42.8080 3.85 -1.50 3.64
O 36.8860 39.5100 42.9650 -1.94 3.04 -0.73
N 36.4970 41.7490 43.5350 1.39 -1.24 -0.32
C 35.7010 42.9960 43.3770 -0.01 0.08 1.16
C 37.5170 41.7250 44.6100 1.83 -8.34 -5.03
H 35.4120 40.8010 42.2720 -2.52 -0.28 -2.49
H 36.3570 43.8820 43.4900 -0.07 -0.53 -0.69
H 35.1720 43.0050 44.3360 -0.79 0.41 -0.40
H 34.9870 43.1080 42.4960 1.17 -0.74 1.13
H 38.5370 41.8870 44.3740 1.03 0.53 -1.68
H 37.7720 40.7330 45.2220 -1.78 1.35 -1.69
H 37.3940 42.3420 45.2710 -2.41 7.05 7.02